Version 1
16
Properties=species:S:1:pos:R:3:nbo_charge:R:1 method="wB97M-V/def2-TZVPD" e_homo_ev=-8.9 smiles="N/N=C/c1ccc([N+](=O)[O-])o1" total_charge=0 gap_ev=8.4
O 0.266 -0.611 -0.126 -0.39
O 2.761 -1.529 0.369 -0.32
O 3.664 0.334 -0.330 -0.40
N 2.702 -0.383 0.062 0.51
N -3.276 0.191 0.049 -0.19
N -4.490 -0.443 -0.018 -0.60
C 0.997 1.459 0.179 -0.25
C -2.205 -0.469 -0.292 -0.05
C -0.437 1.485 0.118 -0.27
C -0.875 0.185 -0.067 0.27
C 1.347 0.212 -0.099 0.31
H -5.014 -0.021 0.724 0.37
H -0.988 2.353 0.163 0.23
H -4.394 -1.385 0.170 0.33
H -2.328 -1.546 -0.412 0.18
H 1.669 2.257 0.366 0.25

=====

Version 2
16
Properties=species:S:1:pos:R:3:nbo_charge:R:1 method="wB97M-V/def2-TZVPD" e_homo_ev=-8.2 total_charge=0 gap_ev=7.4
O -1.872 -2.924 -0.166 -0.39
O -0.696 -0.788 0.079 -0.36
O -0.124 -4.143 0.461 -0.35
N 0.254 2.415 -0.789 -0.19
N -0.550 3.496 -1.247 -0.68
N -0.709 -3.123 0.241 0.52
C 1.483 -0.300 0.328 -0.28
C 1.288 -1.586 0.716 -0.26
C -0.572 1.458 -0.064 -0.09
C -0.042 -1.821 0.503 0.30
C 0.205 0.212 0.265 0.25
H -1.495 3.739 -0.373 0.38
H 0.297 4.434 -1.752 0.40
H 1.787 -2.279 1.243 0.24
H -1.812 1.164 0.213 0.25
H 2.557 0.047 0.343 0.26

=====

Which of them is most stable, and which least? Most stable: version 1; least stable: version 2.

=====

Version 1
9
Properties=species:S:1:pos:R:3:nbo_charge:R:1 method="wB97M-V/def2-TZVPD" e_homo_ev="-2.0 / -3.4" total_charge=-1 gap_ev="5.8 / 7.3"
O -1.590 0.924 -1.030 -0.32
O 0.534 -1.571 -0.834 -0.69
O 1.878 0.114 -0.253 -0.75
O -1.376 -0.352 1.227 -0.64
N -2.585 0.700 -0.396 0.11
C 0.650 -0.525 -0.151 0.62
C -0.234 0.066 0.882 0.10
H 2.541 -0.388 -0.770 0.48
H 0.181 1.031 1.324 0.10

=====

Version 2
9
Properties=species:S:1:pos:R:3:nbo_charge:R:1 method="wB97M-V/def2-TZVPD" e_homo_ev="-1.8 / -2.9" total_charge=-1 gap_ev="5.8 / 6.8"
O -0.396 0.820 -1.705 -0.62
O 0.964 -1.105 0.354 -0.37
O -1.512 -0.430 -0.185 -0.76
O 1.133 1.606 0.959 -0.63
N 1.916 -1.319 -0.341 -0.08
C 0.165 0.848 0.734 0.22
C -0.523 0.492 -0.542 0.65
H -0.418 0.355 1.465 0.11
H -1.330 -1.266 -0.739 0.48

=====

Which of them is most stable, and which least? Most stable: version 1; least stable: version 2.

=====

Version 1
4
Properties=species:S:1:pos:R:3:nbo_charge:R:1 method="wB97M-V/def2-TZVPD" e_homo_ev="-8.9 / -8.9" total_charge=0 gap_ev="7.4 / 7.4"
P -0.601 -0.075 -0.964 0.10
O -3.268 2.207 0.563 -0.50
C -3.048 3.091 1.226 0.50
H -0.805 0.258 0.483 -0.10

=====

Version 2
4
Properties=species:S:1:pos:R:3:nbo_charge:R:1 method="wB97M-V/def2-TZVPD" e_homo_ev=-9.1 smiles="O=C=P" total_charge=0 gap_ev=9.4
P -0.694 0.058 -1.037 0.10
O -0.736 2.835 -0.082 -0.48
C -0.622 1.668 -0.395 0.35
H -0.041 0.035 0.211 0.03

=====

Which of them is most stable, and which least? Most stable: version 2; least stable: version 1.

=====

Version 1
18
Properties=species:S:1:pos:R:3:nbo_charge:R:1 method="wB97M-V/def2-TZVPD" e_homo_ev=-8.6 total_charge=0 gap_ev=9.0
O 0.254 0.526 -3.333 -0.94
O -2.319 1.500 1.613 -0.94
N 1.868 -0.119 -0.084 -0.78
N 0.460 0.803 1.597 -0.87
N -0.043 -1.239 0.545 -0.62
C -0.229 -1.787 -0.764 -0.43
C 0.853 -0.156 0.693 0.58
H 0.997 0.980 2.442 0.39
H -2.434 2.341 1.166 0.48
H -2.773 1.675 2.453 0.47
H -0.890 -1.123 1.090 0.37
H 0.728 -1.829 -1.276 0.23
H -0.528 0.766 1.850 0.40
H -0.931 -1.263 -1.432 0.17
H -0.566 -2.826 -0.803 0.20
H 2.453 0.705 0.048 0.35
H 1.194 0.433 -3.533 0.46
H 0.227 -0.158 -2.647 0.47

=====

Version 2
18
Properties=species:S:1:pos:R:3:nbo_charge:R:1 method="wB97M-V/def2-TZVPD" e_homo_ev=-9.2 total_charge=0 gap_ev=9.9
O -0.770 -0.782 2.775 -0.95
O 2.428 -1.904 -1.347 -0.96
N 0.009 -0.354 -1.212 -0.84
N -0.084 1.213 0.377 -0.63
N -2.193 0.317 -0.239 -0.86
C -0.809 0.335 -0.433 0.61
C 1.114 1.770 -0.268 -0.41
H 0.968 2.012 -1.398 0.21
H -2.876 0.041 -0.847 0.40
H 1.895 1.033 -0.164 0.21
H -0.325 -1.177 -1.517 0.34
H 1.905 -2.367 -2.029 0.46
H -0.076 -0.626 2.114 0.48
H 1.437 2.606 0.409 0.20
H -2.510 0.410 0.733 0.40
H -0.708 1.787 0.885 0.37
H 1.763 -1.386 -0.863 0.49
H -0.687 -1.703 2.976 0.47

=====

Which of them is most stable, and which least? Most stable: version 1; least stable: version 2.

=====

Version 1
9
Properties=species:S:1:pos:R:3:nbo_charge:R:1 method="wB97M-V/def2-TZVPD" e_homo_ev=-9.3 smiles="O=[si]1cc1.O" total_charge=0 gap_ev=9.3
Si 0.225 -1.191 0.046 1.89
O -0.856 -2.208 -0.446 -1.15
O -1.704 0.779 -0.285 -0.91
C 1.381 0.205 -0.304 -0.63
C 1.647 -0.270 0.958 -0.55
H 2.424 -0.018 1.544 0.19
H -2.725 0.758 -0.826 0.47
H -2.259 1.076 0.360 0.45
H 1.867 0.868 -1.047 0.22

=====

Version 2
9
Properties=species:S:1:pos:R:3:nbo_charge:R:1 method="wB97M-V/def2-TZVPD" e_homo_ev="-8.6 / -7.3" total_charge=0 gap_ev="8.0 / 6.3"
Si -1.872 0.043 -0.126 1.06
O 2.959 -0.061 -0.187 -0.52
O -0.451 0.119 0.448 -0.80
C 1.735 -0.169 -0.414 0.24
C 0.822 0.009 0.659 0.10
H 1.152 -0.130 1.685 0.18
H -2.446 0.568 -1.381 -0.18
H 1.181 -0.248 -1.343 0.11
H -3.081 -0.130 0.660 -0.19

=====

Which of them is most stable, and which least? Most stable: version 1; least stable: version 2.

=====

Version 1
9
Properties=species:S:1:pos:R:3:nbo_charge:R:1 method="wB97M-V/def2-TZVPD" e_homo_ev=-9.5 smiles="C=C[SiH]1OO1" total_charge=0 gap_ev=9.4
Si -0.065 -1.692 -0.946 1.74
O 1.231 -2.878 -1.211 -0.55
O 0.477 -2.321 -2.348 -0.62
C 0.530 0.025 -0.531 -0.70
C 0.078 0.773 0.466 -0.30
H 0.473 1.755 0.669 0.20
H -1.255 -2.275 -0.376 -0.20
H 1.324 0.410 -1.164 0.24
H -0.699 0.431 1.134 0.19

=====

Version 2
9
Properties=species:S:1:pos:R:3:nbo_charge:R:1 method="wB97M-V/def2-TZVPD" e_homo_ev=-10.1 smiles="O[Si]1(O)C=C1" total_charge=0 gap_ev=10.4
Si -0.312 -0.445 -0.079 1.89
O -1.381 -1.692 -0.237 -1.04
O -1.749 1.201 0.261 -1.05
C 1.320 -0.063 -0.672 -0.63
C 1.296 -0.176 0.691 -0.59
H 2.004 0.389 -1.386 0.23
H -1.153 1.913 0.003 0.46
H -2.155 -1.091 -0.032 0.51
H 2.130 -0.035 1.451 0.23

=====

Which of them is most stable, and which least? Most stable: version 2; least stable: version 1.

=====

Version 1
12
Properties=species:S:1:pos:R:3:nbo_charge:R:1 method="wB97M-V/def2-TZVPD" e_homo_ev="-6.9 / -8.0" total_charge=0 gap_ev="7.2 / 8.4"
Si 0.613 1.266 0.426 1.62
O 0.965 2.421 -0.570 -1.12
N 1.842 0.150 0.489 -1.34
C -1.368 -1.856 -0.868 -0.53
C -1.880 -0.793 -0.349 -0.25
H -2.862 -0.519 -0.191 0.16
H 1.197 3.329 -0.388 0.52
H -0.309 -2.034 -1.029 0.20
H 0.019 1.578 1.717 -0.25
H 2.415 0.056 1.269 0.39
H -2.060 -2.777 -1.028 0.19
H 1.427 -0.821 0.520 0.40

=====

Version 2
12
Properties=species:S:1:pos:R:3:nbo_charge:R:1 method="wB97M-V/def2-TZVPD" e_homo_ev=-9.2 total_charge=0 gap_ev=8.6
Si 1.893 -0.591 0.058 1.00
O -2.413 -0.640 -0.067 -0.62
N -0.303 0.080 -0.530 -0.65
C -1.259 -0.875 -0.425 0.48
C -0.859 1.246 0.134 -0.45
H -0.906 -1.768 -0.813 0.11
H -0.628 1.193 1.176 0.18
H 2.882 0.395 -0.249 -0.16
H -0.354 2.199 -0.286 0.18
H 2.217 -0.853 1.626 -0.15
H 1.644 -1.795 -0.643 -0.16
H -1.915 1.408 0.018 0.24

=====

Which of them is most stable, and which least? Most stable: version 2; least stable: version 1.

=====

Version 1
9
Properties=species:S:1:pos:R:3:nbo_charge:R:1 method="wB97M-V/def2-TZVPD" e_homo_ev="-8.6 / -9.0" total_charge=0 gap_ev="6.7 / 7.4"
Si 2.162 -0.438 0.133 0.51
Si -1.937 -0.048 -0.068 0.75
N -4.793 -0.924 -0.179 -0.29
C -3.725 -0.485 -0.101 -0.19
H 2.060 0.727 0.964 -0.18
H -2.045 1.138 0.769 -0.14
H 2.772 -1.599 0.821 -0.17
H -1.344 -1.316 0.266 -0.14
H 3.007 -0.089 -1.162 -0.16

=====

Version 2
9
Properties=species:S:1:pos:R:3:nbo_charge:R:1 method="wB97M-V/def2-TZVPD" e_homo_ev=-10.7 smiles=N#C[SiH2][SiH3] total_charge=0 gap_ev=11.0
Si -0.436 -1.020 0.111 0.57
Si 1.139 0.691 -0.069 0.39
N -2.882 0.765 -0.138 -0.27
C -1.954 0.072 -0.065 -0.14
H -0.132 -1.699 1.362 -0.10
H 1.015 1.783 -0.917 -0.13
H -0.343 -2.207 -1.170 -0.08
H 2.477 -0.006 -0.298 -0.13
H 1.116 1.622 1.183 -0.11

=====

Version 3
9
Properties=species:S:1:pos:R:3:nbo_charge:R:1 method="wB97M-V/def2-TZVPD" e_homo_ev="-9.2 / -9.2" total_charge=0 gap_ev="7.4 / 7.4"
Si 1.276 0.470 -0.048 1.06
Si -1.255 0.528 -0.021 1.06
N -0.009 -0.826 0.098 -1.33
C -0.005 1.779 0.607 -0.62
H -2.268 -0.104 0.996 -0.16
H 1.826 0.049 -1.489 -0.13
H 0.064 -1.304 1.002 0.40
H 2.237 0.646 1.100 -0.15
H -1.861 0.552 -1.532 -0.14

=====

Which of them is most stable, and which least? Most stable: version 2; least stable: version 3.